C6H10N4O | the ωB97M-V functional and the def2-TZVPD basis

Atoms and positions in Å:
C (-0.215478, -1.736189, 1.517740)
C (1.045813, -1.383079, 1.051273)
C (0.755225, -0.347960, 0.070034)
C (1.445976, 1.026692, -0.077852)
C (1.658323, -0.161474, -1.076478)
C (-3.075050, 1.888893, -1.174323)
N (-1.197041, -1.011124, 0.880784)
N (-0.689682, -0.269948, 0.081164)
N (-1.151396, 0.735684, -0.569380)
N (2.427514, -1.804162, 1.466269)
O (-2.531190, 0.878030, -0.462803)
H (-0.489118, -2.488931, 2.292965)
H (0.534962, 1.790379, -0.244448)
H (2.226325, 1.182672, 0.682538)
H (2.575978, -0.799406, -1.172958)
H (1.132580, -0.140315, -2.062549)
H (-4.120221, 1.800523, -0.805090)
H (-3.166019, 1.896049, -2.229937)
H (-2.764798, 2.879706, -0.792415)
H (2.521329, -2.812295, 1.443865)
H (3.075967, -1.123743, 1.181601)

Forces on atoms 1 to 3 (eV/Å):
C 2.6 -1.0 0.5
C 0.2 -1.2 2.5
C 1.7 0.4 0.5

Output
Calculated total energy: -14384.9958 eV
LUMO level (spin up / spin down): 0.844 / 0.844 eV
E_HOMO (spin up / spin down): -6.961 / -6.961 eV
Relative energy (zero: lowest compared OMol25 entry of this formula, charge and spin): 152.9 kcal per mole
HOMO-LUMO gap (spin up / spin down): 7.80 / 7.81 eV
Spin multiplicity: 1

What are the Löwdin partial charges on each atom? They are as follows, in elementary charge units:
1 C -0.057
2 C -0.188
3 C -0.399
4 C -0.003
5 C -0.052
6 C -0.154
7 N 0.085
8 N -0.179
9 N 0.037
10 N 0.097
11 O -0.160
12 H 0.116
13 H 0.143
14 H 0.098
15 H 0.118
16 H 0.116
17 H 0.102
18 H 0.066
19 H 0.090
20 H 0.081
21 H 0.041

=====

C6H10N4OS2 | the ωB97M-V functional and the def2-TZVPD basis

Atoms and positions in Å:
C (0.003096, -2.159532, -0.387502)
C (-2.496105, 0.900502, -0.580172)
C (-0.370602, 0.007175, 0.098472)
C (1.133697, -0.254579, -0.620985)
C (-0.107136, 0.341750, 1.583903)
C (3.139972, 0.287168, -1.521629)
N (1.182191, -1.548154, -0.820936)
N (-1.113985, 1.020407, -0.602921)
N (-0.856373, -1.356227, 0.065831)
N (-3.122047, -0.172344, -0.161815)
O (1.886426, 0.692109, -0.858432)
S (-0.214793, -0.975340, 2.630312)
S (0.396512, 2.024659, 1.686867)
H (-0.295060, -3.267536, -0.440971)
H (-2.987258, 1.633230, -1.158885)
H (3.123661, 0.410447, -2.585886)
H (3.145146, -0.763260, -1.162168)
H (3.872977, 0.937280, -1.100384)
H (-0.492463, 1.701352, -1.024334)
H (-2.690386, -1.017632, 0.353636)
H (-4.137991, -0.215144, -0.364556)
H (0.379164, -0.371063, 3.833608)
H (0.621356, 2.144732, 3.138947)

Forces on atoms 1 to 3 (eV/Å):
C 0.7 -0.4 -0.8
C 2.8 -1.4 -1.0
C 2.3 -1.4 0.2

Output
Calculated total energy: -36042.7879 eV
LUMO level: -9.301 eV
E_HOMO: -17.407 eV
Relative energy (zero: lowest compared OMol25 entry of this formula, charge and spin): 16.7 kcal per mole
Charge: +2
HOMO-LUMO gap: 8.11 eV
Spin multiplicity: 1

What are the Löwdin partial charges on each atom? They are as follows, in elementary charge units:
1 C -0.115
2 C -0.029
3 C -0.487
4 C -0.326
5 C -0.856
6 C 0.092
7 N 0.175
8 N 0.118
9 N -0.034
10 N 0.210
11 O 0.024
12 S 1.036
13 S 0.970
14 H 0.188
15 H 0.158
16 H 0.113
17 H 0.107
18 H 0.105
19 H 0.163
20 H 0.159
21 H 0.171
22 H 0.031
23 H 0.026

=====

C6H10N4OS3 | the ωB97M-V functional and the def2-TZVPD basis

Atoms and positions in Å:
C (-1.860163, -1.076700, 1.179063)
C (2.204216, -1.336720, 1.375369)
C (-2.745784, -0.014799, 1.361836)
C (3.445020, -1.070250, 0.994788)
C (-2.000183, -0.025301, -1.089119)
C (1.703441, 0.555429, 0.102864)
N (-1.309685, -1.007017, -0.175977)
N (1.222477, -0.532414, 0.789345)
N (-2.891816, -0.661340, -1.986539)
N (1.561312, 1.764223, 0.734032)
O (0.406019, -1.269042, -1.834800)
S (-2.987084, 1.015365, -0.037120)
S (3.585512, 0.227015, -0.211545)
S (0.118668, -1.655651, -0.467975)
H (-1.834995, -2.008213, 1.719578)
H (1.947387, -2.089467, 2.107501)
H (-3.220950, 0.328824, 2.240305)
H (4.314787, -1.335416, 1.393252)
H (-1.215021, 0.502701, -1.597675)
H (1.204335, 0.633346, -0.784386)
H (-3.716563, -1.093054, -1.480589)
H (-2.330216, -1.371935, -2.388610)
H (1.710136, 2.647712, 0.109908)
H (2.193415, 1.858112, 1.426671)

Forces on atoms 1 to 3 (eV/Å):
C -2.3 2.8 -1.6
C 0.1 0.0 0.1
C 2.3 -2.0 -1.1

Output
Calculated total energy: -46893.9747 eV
LUMO level: 0.529 eV
E_HOMO: -7.539 eV
HOMO-LUMO gap: 8.07 eV
Spin multiplicity: 1

What are the Löwdin partial charges on each atom? They are as follows, in elementary charge units:
1 C -0.152
2 C -0.266
3 C -0.375
4 C -0.404
5 C -0.689
6 C -0.728
7 N -0.378
8 N -0.192
9 N 0.014
10 N 0.036
11 O -0.439
12 S 0.966
13 S 0.875
14 S 0.996
15 H 0.102
16 H 0.106
17 H 0.044
18 H 0.005
19 H 0.097
20 H 0.054
21 H 0.109
22 H 0.056
23 H 0.146
24 H 0.016

=====

C6H10N5OS | the ωB97M-V functional and the def2-TZVPD basis

Atoms and positions in Å:
C (1.541406, -1.797934, -1.044502)
C (3.053865, -0.523401, -2.205809)
C (1.343770, -0.412401, -0.370718)
C (-2.272251, -0.683312, -1.240735)
C (-0.594649, 1.150967, 2.213078)
C (-2.445808, -0.386455, -2.526292)
N (2.528693, -1.616195, -2.038606)
N (-0.725190, 2.370235, 2.853712)
N (-1.400554, 0.121299, 2.367892)
N (0.595299, -0.212213, 0.640220)
N (0.441911, 0.990141, 1.295750)
O (-2.008136, -0.941857, -0.135174)
S (2.394290, 0.779152, -1.133091)
H (2.051492, -2.584805, -0.350559)
H (3.864733, -0.432931, -2.898869)
H (0.461573, -2.204290, -1.302914)
H (-2.127202, -1.174322, -3.257220)
H (-2.933833, 0.309432, -2.997823)
H (-1.201956, 2.459705, 3.812622)
H (0.063760, 2.932742, 2.818659)
H (-2.126751, 0.418871, 2.929678)
H (-1.351159, -0.534687, 1.643398)
H (0.846697, 1.972257, 0.927301)

Forces on atoms 1 to 3 (eV/Å):
C -1.0 -0.8 1.9
C -0.2 1.0 0.7
C 0.5 0.6 0.6

Output
Calculated total energy: -26708.0652 eV
LUMO level: -3.016 eV
E_HOMO: -12.259 eV
Relative energy (zero: lowest compared OMol25 entry of this formula, charge and spin): 15.1 kcal per mole
Charge: +1
HOMO-LUMO gap: 9.24 eV
Spin multiplicity: 1

What are the Löwdin partial charges on each atom? They are as follows, in elementary charge units:
1 C -0.182
2 C -0.403
3 C -0.555
4 C -0.218
5 C -0.350
6 C 0.056
7 N -0.044
8 N 0.182
9 N 0.248
10 N 0.003
11 N 0.031
12 O 0.114
13 S 0.970
14 H 0.166
15 H 0.094
16 H 0.159
17 H 0.102
18 H -0.005
19 H 0.178
20 H 0.079
21 H 0.113
22 H 0.060
23 H 0.203

=====

C6H10N6 | the ωB97M-V functional and the def2-TZVPD basis

Atoms and positions in Å:
N (-3.525870, -1.255584, 0.062306)
C (-2.263267, -0.714297, 0.052023)
N (-2.264555, 0.669637, 0.159653)
C (-1.109479, 1.207693, -0.077169)
N (-0.978435, 2.603847, -0.022285)
C (0.084020, 0.473114, -0.301998)
C (-0.042064, -0.882743, -0.244574)
N (-1.215963, -1.543616, -0.130032)
N (1.094481, -1.638108, -0.091324)
C (2.474339, -1.174318, -0.100315)
C (2.460413, 0.300889, 0.372150)
N (1.416223, 1.027500, -0.230616)
H (-4.245120, -0.541257, 0.064385)
H (-3.752434, -2.199724, -0.014895)
H (-1.846167, 3.151832, -0.080534)
H (-0.269932, 3.098084, -0.595634)
H (0.877288, -2.595377, 0.048999)
H (2.853544, -1.267184, -1.113495)
H (3.020750, -1.796976, 0.598519)
H (3.406179, 0.807445, 0.219144)
H (2.352242, 0.261043, 1.491914)
H (1.473817, 2.008098, -0.066222)

Forces on atoms 1 to 3 (eV/Å):
N 0.4 2.6 0.4
C 0.0 -0.2 -0.5
N -0.8 -2.3 -0.4

Output
Calculated total energy: -15325.5773 eV
LUMO level: 0.979 eV
Structure (SMILES): Nc1nc(N)c2c(n1)NCCN2
E_HOMO: -6.938 eV
Relative energy (zero: lowest compared OMol25 entry of this formula, charge and spin): 0.0 kcal per mole
HOMO-LUMO gap: 7.92 eV
Spin multiplicity: 1

What are the Löwdin partial charges on each atom? They are as follows, in elementary charge units:
1 N 0.130
2 C -0.415
3 N 0.139
4 C -0.362
5 N 0.103
6 C -0.140
7 C -0.308
8 N 0.153
9 N 0.046
10 C -0.150
11 C -0.221
12 N -0.002
13 H 0.094
14 H 0.068
15 H 0.097
16 H 0.097
17 H 0.116
18 H 0.109
19 H 0.113
20 H 0.112
21 H 0.126
22 H 0.095

=====

Please write out number 1 again, unchanged.
C6H10N4O | the ωB97M-V functional and the def2-TZVPD basis

Atoms and positions in Å:
C (-0.215478, -1.736189, 1.517740)
C (1.045813, -1.383079, 1.051273)
C (0.755225, -0.347960, 0.070034)
C (1.445976, 1.026692, -0.077852)
C (1.658323, -0.161474, -1.076478)
C (-3.075050, 1.888893, -1.174323)
N (-1.197041, -1.011124, 0.880784)
N (-0.689682, -0.269948, 0.081164)
N (-1.151396, 0.735684, -0.569380)
N (2.427514, -1.804162, 1.466269)
O (-2.531190, 0.878030, -0.462803)
H (-0.489118, -2.488931, 2.292965)
H (0.534962, 1.790379, -0.244448)
H (2.226325, 1.182672, 0.682538)
H (2.575978, -0.799406, -1.172958)
H (1.132580, -0.140315, -2.062549)
H (-4.120221, 1.800523, -0.805090)
H (-3.166019, 1.896049, -2.229937)
H (-2.764798, 2.879706, -0.792415)
H (2.521329, -2.812295, 1.443865)
H (3.075967, -1.123743, 1.181601)

Forces on atoms 1 to 3 (eV/Å):
C 2.6 -1.0 0.5
C 0.2 -1.2 2.5
C 1.7 0.4 0.5

Output
Calculated total energy: -14384.9958 eV
LUMO level (spin up / spin down): 0.844 / 0.844 eV
E_HOMO (spin up / spin down): -6.961 / -6.961 eV
Relative energy (zero: lowest compared OMol25 entry of this formula, charge and spin): 152.9 kcal per mole
HOMO-LUMO gap (spin up / spin down): 7.80 / 7.81 eV
Spin multiplicity: 1

What are the Löwdin partial charges on each atom? They are as follows, in elementary charge units:
1 C -0.057
2 C -0.188
3 C -0.399
4 C -0.003
5 C -0.052
6 C -0.154
7 N 0.085
8 N -0.179
9 N 0.037
10 N 0.097
11 O -0.160
12 H 0.116
13 H 0.143
14 H 0.098
15 H 0.118
16 H 0.116
17 H 0.102
18 H 0.066
19 H 0.090
20 H 0.081
21 H 0.041